Model a:
{"formula": "C33H29NO7P2RuS4", "method": "ωB97M-V with the def2-TZVPD basis set", "homo_energy_ev": [-4.6, -5.3], "mol_weight_g_mol": 842.88, "multiplicity": 6, "e_lumo_ev": [2.5706, 1.4187], "gap_ev": [7.2, 6.7], "s2": 8.765, "total_charge": -1, "elements": ["Ru", "S", "P", "C", "P", "S", "C", "C", "C", "C", "C", "C", "C", "C", "C", "C", "C", "C", "C", "C", "C", "C", "C", "C", "C", "C", "C", "C", "C", "C", "H", "H", "H", "H", "H", "H", "H", "H", "H", "H", "H", "H", "H", "H", "H", "H", "H", "H", "H", "H", "O", "S", "O", "O", "C", "C", "C", "C", "C", "C", "S", "O", "O", "O", "H", "H", "H", "H", "C", "C", "N", "O", "H", "H", "H", "H", "H"], "coordinates": [[-0.36795, 1.36304, 0.24182], [2.30239, 2.14199, 1.01427], [2.31536, 0.48307, -0.08398], [0.82730, -0.43333, -0.11954], [0.34125, -1.26015, 1.34834], [0.16717, -0.03063, 2.88997], [-1.14380, -2.24530, 0.97660], [-1.41127, -2.63960, -0.32579], [-2.51916, -3.43447, -0.59121], [-3.35175, -3.83317, 0.44305], [-3.08360, -3.43227, 1.74771], [-1.98226, -2.63601, 2.01505], [1.43356, -2.68930, 1.72562], [2.10103, -3.34848, 0.69886], [2.83338, -4.49914, 0.96309], [2.88867, -5.00629, 2.25394], [2.21041, -4.36037, 3.28034], [1.48538, -3.20653, 3.01705], [2.64418, 0.94534, -1.83110], [1.59721, 1.10991, -2.73733], [1.84425, 1.54526, -4.03291], [3.14315, 1.81197, -4.44344], [4.19134, 1.65802, -3.54744], [3.94153, 1.23532, -2.24955], [3.76034, -0.53112, 0.39506], [4.09481, -0.58784, 1.74583], [5.09621, -1.44561, 2.18168], [5.78214, -2.23753, 1.27140], [5.45528, -2.18433, -0.07612], [4.43678, -1.34822, -0.51036], [-0.77823, -2.28713, -1.13150], [-2.74700, -3.71529, -1.61147], [-4.22559, -4.43872, 0.23204], [-3.75017, -3.71993, 2.55228], [-1.79036, -2.27299, 3.01919], [2.03146, -2.95992, -0.30954], [3.36315, -4.99956, 0.16024], [3.45865, -5.90463, 2.46216], [2.24601, -4.75868, 4.28774], [0.96790, -2.68460, 3.81524], [0.58072, 0.88135, -2.45145], [1.01438, 1.66529, -4.71906], [3.33867, 2.14267, -5.45698], [5.20748, 1.87164, -3.85763], [4.76104, 1.15185, -1.54581], [3.55195, 0.03598, 2.44744], [5.34004, -1.49634, 3.23560], [6.56406, -2.90489, 1.61266], [5.98374, -2.80733, -0.78765], [4.16121, -1.33327, -1.55831], [-3.38762, 0.99899, 2.90675], [-2.93418, 1.31405, 1.58027], [-2.33711, 0.19758, 0.83578], [-2.01926, 2.47687, 1.50102], [-4.39831, 1.76980, 0.65547], [-5.46749, 2.22266, 1.42367], [-6.66071, 2.58787, 0.82416], [-6.79375, 2.50126, -0.55285], [-5.73188, 2.06466, -1.32683], [-4.52346, 1.69421, -0.74071], [-3.26531, 1.14706, -1.92069], [-3.28755, -0.28760, -1.94149], [-3.63849, 1.81785, -3.15138], [-1.99619, 1.73619, -1.40444], [-5.34243, 2.26019, 2.49760], [-7.48771, 2.93475, 1.43236], [-7.72889, 2.77426, -1.02780], [-5.80956, 2.01382, -2.40426], [-0.30265, 5.87762, -0.31184], [-0.62072, 4.49092, -0.80603], [-1.69163, 4.34905, -1.58714], [0.11169, 3.54573, -0.48539], [-0.50214, 6.63144, -1.07441], [0.74122, 5.91195, -0.01198], [-0.92271, 6.08462, 0.56317], [-2.31718, 5.11685, -1.74216], [-1.99840, 3.39766, -1.78699]]}

***

Model b:
{"formula": "C33H29NO7P2RuS4", "method": "ωB97M-V with the def2-TZVPD basis set", "homo_energy_ev": [-4.6, -5.3], "mol_weight_g_mol": 842.88, "multiplicity": 6, "e_lumo_ev": [2.5446, 1.8411], "gap_ev": [7.1, 7.1], "s2": 8.763, "total_charge": -1, "elements": ["Ru", "S", "P", "C", "P", "S", "C", "C", "C", "C", "C", "C", "C", "C", "C", "C", "C", "C", "C", "C", "C", "C", "C", "C", "C", "C", "C", "C", "C", "C", "H", "H", "H", "H", "H", "H", "H", "H", "H", "H", "H", "H", "H", "H", "H", "H", "H", "H", "H", "H", "O", "S", "O", "O", "C", "C", "C", "C", "C", "C", "S", "O", "O", "O", "H", "H", "H", "H", "C", "C", "N", "O", "H", "H", "H", "H", "H"], "coordinates": [[0.26026, -1.02713, -1.65476], [0.95168, 1.56407, -2.19918], [0.16064, 1.64028, -0.37118], [-0.71967, 0.14524, -0.20863], [-1.94825, -0.31971, 0.94035], [-3.08754, -1.83802, 0.42182], [-3.02714, 1.12185, 1.29637], [-4.16950, 1.26823, 0.50935], [-5.01978, 2.34464, 0.69039], [-4.74336, 3.29623, 1.66308], [-3.61832, 3.15622, 2.45857], [-2.77001, 2.07180, 2.27772], [-1.09972, -0.71444, 2.50770], [0.22123, -1.14358, 2.49259], [0.84180, -1.56150, 3.66144], [0.14758, -1.53427, 4.86053], [-1.17615, -1.10817, 4.88607], [-1.80042, -0.71712, 3.71408], [1.46365, 1.79165, 0.89085], [2.80036, 1.74402, 0.51461], [3.80031, 1.85306, 1.47161], [3.47236, 2.01465, 2.80784], [2.13893, 2.06520, 3.19304], [1.14478, 1.95072, 2.23690], [-0.77226, 3.20735, -0.22068], [-1.91900, 3.34580, -1.00052], [-2.62858, 4.53191, -1.00500], [-2.19515, 5.60511, -0.23653], [-1.04854, 5.48244, 0.53035], [-0.34037, 4.28748, 0.53978], [-4.38710, 0.51328, -0.23586], [-5.90006, 2.44301, 0.06803], [-5.40453, 4.14185, 1.80219], [-3.39775, 3.88796, 3.22388], [-1.91384, 1.96466, 2.92773], [0.77166, -1.16774, 1.55899], [1.86678, -1.90168, 3.62067], [0.63068, -1.85570, 5.77429], [-1.72642, -1.10088, 5.81867], [-2.84470, -0.42429, 3.73206], [3.04749, 1.58947, -0.52793], [4.83680, 1.79174, 1.16917], [4.25479, 2.08908, 3.55241], [1.87247, 2.17272, 4.23600], [0.11235, 1.98649, 2.54573], [-2.24875, 2.51341, -1.61192], [-3.52206, 4.62027, -1.60833], [-2.75142, 6.53369, -0.23933], [-0.69841, 6.31637, 1.12389], [0.55728, 4.20945, 1.13724], [3.52345, -2.54389, 0.67566], [2.66583, -2.28386, -0.44910], [1.30499, -2.81795, -0.30632], [2.54784, -0.87506, -0.86597], [3.51049, -3.02497, -1.87956], [4.77299, -3.51936, -1.57512], [5.64042, -3.96139, -2.56474], [5.25337, -3.90577, -3.88656], [3.98680, -3.44161, -4.20599], [3.10318, -3.00833, -3.22930], [1.46578, -2.59210, -3.84599], [1.39312, -3.14552, -5.17062], [0.55892, -3.18038, -2.85787], [1.30944, -1.12387, -3.77195], [5.07332, -3.53352, -0.53946], [6.61751, -4.33871, -2.29117], [5.92217, -4.23729, -4.66972], [3.64916, -3.44175, -5.23226], [-2.68235, -3.27352, -4.27062], [-2.12799, -2.82864, -2.93738], [-2.03810, -3.74740, -1.97624], [-1.74399, -1.67967, -2.78499], [-3.44052, -4.04953, -4.17752], [-1.84973, -3.65585, -4.86409], [-3.09305, -2.40679, -4.77971], [-2.16099, -4.71618, -2.20802], [-1.63717, -3.51424, -1.07150]]}

***

Stability order, top to bottom: model b, model a

***

Model a:
{"formula": "C5H5N2O", "method": "ωB97M-V with the def2-TZVPD basis set", "smiles": "[H]/N=C(\\C)C=[N+]=C=C=O", "homo_energy_ev": -14.4, "mol_weight_g_mol": 109.11, "e_lumo_ev": -7.4171, "gap_ev": 7.0, "total_charge": 1, "elements": ["C", "C", "C", "C", "C", "N", "N", "O", "H", "H", "H", "H", "H"], "coordinates": [[0.08492, 0.66950, -0.59101], [-0.82142, -0.44036, -0.16944], [2.49471, 0.23237, -0.34242], [3.68655, 0.04811, 0.02024], [-2.12367, 0.26766, 0.37007], [1.32280, 0.50513, -0.41618], [-0.55264, -1.69487, -0.16456], [4.81376, -0.12580, 0.26502], [-0.40560, 1.58469, -0.79188], [-2.15176, 0.34473, 1.47005], [-2.25801, 1.27385, 0.01490], [-2.99218, -0.21802, 0.07725], [-1.09748, -2.44699, 0.25796]]}

***

Model b:
{"formula": "C5H5N2O", "method": "ωB97M-V with the def2-TZVPD basis set", "smiles": "C[C@H](C#N)C=[N+]=C=O", "homo_energy_ev": -16.6, "mol_weight_g_mol": 109.11, "e_lumo_ev": -7.4115, "gap_ev": 9.2, "total_charge": 1, "elements": ["C", "C", "C", "C", "C", "N", "N", "O", "H", "H", "H", "H", "H"], "coordinates": [[0.48134, -1.35008, -0.42459], [-0.00396, 0.73130, 0.79252], [0.71923, -0.78591, 2.47630], [0.32814, 0.11843, -0.47168], [-0.75089, 0.63065, -1.55453], [0.22091, 0.25821, 2.01110], [0.43627, -2.48873, -0.42637], [1.13536, -1.62362, 3.14868], [-0.60456, 1.70286, 0.76511], [1.20825, 0.56676, -0.96683], [-1.40963, 1.30554, -0.95008], [-1.44210, -0.18766, -1.86222], [-0.31836, 1.12225, -2.53742]]}

***

Stability order, top to bottom: model b, model a

***

Model a:
{"formula": "C3H5O3Zn", "method": "ωB97M-V with the def2-TZVPD basis set", "homo_energy_ev": -14.6, "mol_weight_g_mol": 154.46, "e_lumo_ev": -5.6584, "gap_ev": 8.9, "total_charge": 1, "elements": ["H", "O", "C", "C", "O", "O", "C", "H", "H", "H", "H", "Zn"], "coordinates": [[-0.85461, 4.17564, 0.72473], [1.08268, -0.03805, 0.66246], [0.01148, 0.67100, 0.43266], [0.95101, -1.34324, 0.05792], [0.06141, 1.91014, 0.33014], [-0.94769, -0.01081, -0.15275], [-0.52276, -1.37541, -0.36726], [1.20351, -2.09168, 0.81388], [1.64780, -1.39752, -0.78475], [-1.14421, -2.02017, 0.26217], [-0.66581, -1.61365, -1.42493], [-0.82279, 3.13375, -0.55427]]}

***

Model b:
{"formula": "C3H5O3Zn", "method": "ωB97M-V with the def2-TZVPD basis set", "homo_energy_ev": [-13.8, -13.8], "mol_weight_g_mol": 154.46, "e_lumo_ev": [-7.0400, -7.0396], "gap_ev": [6.7, 6.7], "total_charge": 1, "elements": ["H", "O", "C", "C", "O", "O", "C", "Zn", "H", "H", "H", "H"], "coordinates": [[2.02073, -2.53725, 0.12536], [-0.61668, -0.99366, 0.26090], [0.47068, -0.58398, 0.88177], [-1.23760, 0.05910, -0.51475], [1.98436, -1.69020, -0.32200], [0.44368, 0.78800, 0.90624], [-0.66744, 1.31110, 0.12960], [2.50481, -0.08518, 0.25586], [-2.32104, -0.04011, -0.40268], [-0.95295, -0.05862, -1.56642], [-1.35859, 1.79140, 0.83003], [-0.26995, 2.03940, -0.58389]]}

***

Stability order, top to bottom: model a, model b

***

Model a:
{"formula": "C4H4Br2", "method": "ωB97M-V with the def2-TZVPD basis set", "smiles": "C#C[C@H](Br)CBr", "homo_energy_ev": -10.3, "mol_weight_g_mol": 211.88, "e_lumo_ev": 0.6318, "gap_ev": 10.9, "elements": ["C", "C", "C", "C", "Br", "Br", "H", "H", "H", "H"], "coordinates": [[-0.44796, -1.17253, -2.06498], [0.11323, -0.75555, -1.08821], [-0.17090, 0.75646, 1.00706], [0.79662, -0.22851, 0.31376], [-0.53804, 2.33994, -0.05119], [1.19252, -1.73800, 1.35781], [-0.81829, -1.13889, -3.03919], [-0.00703, 1.14196, 1.97357], [-0.99868, 0.16333, 1.04009], [1.70982, 0.02331, -0.12407]]}

***

Model b:
{"formula": "C4H4Br2", "method": "ωB97M-V with the def2-TZVPD basis set", "smiles": "BrCC1=C(Br)C1", "homo_energy_ev": -9.2, "mol_weight_g_mol": 211.88, "e_lumo_ev": 0.6043, "gap_ev": 9.8, "elements": ["C", "C", "C", "C", "Br", "Br", "H", "H", "H", "H"], "coordinates": [[0.01030, -0.05734, 0.00459], [0.55242, 0.73300, -1.07630], [-0.70790, -0.13948, 1.30514], [-0.12894, -1.28363, 0.41247], [-0.05510, 2.63582, -1.14345], [0.22958, -3.06429, -0.00393], [1.75925, 0.79677, -0.88619], [0.34432, 0.23829, -2.04978], [-0.27263, 0.29238, 2.15717], [-1.73129, -0.15152, 1.28028]]}

***

Stability order, top to bottom: model a, model b

***

Model a:
{"formula": "CH3BrN2", "method": "ωB97M-V with the def2-TZVPD basis set", "smiles": "C/N=N/Br", "homo_energy_ev": [-9.6, -9.6], "mol_weight_g_mol": 122.95, "e_lumo_ev": [-0.7473, -0.7483], "gap_ev": [8.9, 8.9], "elements": ["C", "N", "N", "Br", "H", "H", "H"], "coordinates": [[-0.06544, -0.08117, -0.18593], [0.21624, -0.23688, -1.60250], [0.97987, -1.10832, -1.96389], [0.70079, -1.52775, -4.03183], [-0.54752, 0.88826, -0.00064], [0.74922, -0.15317, 0.51989], [-0.78791, -1.02223, 0.06672]]}

***

Model b:
{"formula": "CH3BrN2", "method": "ωB97M-V with the def2-TZVPD basis set", "homo_energy_ev": -9.3, "mol_weight_g_mol": 122.95, "e_lumo_ev": 0.4395, "gap_ev": 9.7, "elements": ["C", "N", "N", "Br", "H", "H", "H"], "coordinates": [[-1.08049, -0.26846, 1.42038], [-0.31334, -0.08050, 0.42849], [0.39098, 0.13239, -0.41193], [2.33144, 0.61530, -3.03983], [-1.73895, 0.63837, 1.73460], [-1.09596, -1.27802, 1.74330], [1.50632, 0.24093, -1.87501]]}

***

Stability order, top to bottom: model b, model a

***

Model a:
{"formula": "CHLiNaO2", "method": "ωB97M-V with the def2-TZVPD basis set", "homo_energy_ev": [-4.7, -6.5], "mol_weight_g_mol": 74.95, "multiplicity": 2, "e_lumo_ev": [-0.5864, -0.5918], "gap_ev": [4.1, 6.0], "s2": 0.757, "elements": ["O", "C", "O", "Na", "H", "Li"], "coordinates": [[1.41997, 0.92393, -0.31411], [0.38785, 0.61864, 0.05602], [-0.18264, -0.42521, 0.54123], [2.00869, -1.36857, -0.16314], [-1.59503, 0.90332, -0.35556], [-2.03884, -0.65210, 0.23558]]}

***

Model b:
{"formula": "CHLiNaO2", "method": "ωB97M-V with the def2-TZVPD basis set", "homo_energy_ev": [-6.3, -5.8], "mol_weight_g_mol": 74.95, "multiplicity": 2, "e_lumo_ev": [-1.1770, -1.4917], "gap_ev": [5.1, 4.3], "s2": 0.761, "elements": ["O", "C", "O", "H", "Li", "Na"], "coordinates": [[-2.10531, -0.76508, 1.31534], [1.42923, 0.14933, -0.19621], [0.91259, -0.39371, -1.10533], [2.21208, 0.83244, 0.10201], [-0.95772, 0.56587, 0.78366], [-1.49088, -0.38885, -0.89946]]}

***

Stability order, top to bottom: model a, model b